# 1
DFT (ωB97M-V/def2-TZVPD) results for 8 unconnected molecules or ions with the total composition C16H48O8 in a non-equilibrium geometry.

XYZ file:
```
72
C16H48O8 (ωB97M-V/def2-TZVPD)
C 30.95862 -22.20931 3.28612
C 31.68536 -21.14157 4.10053
O 32.33936 -21.73629 5.17767
H 31.58810 -22.98547 2.85088
H 30.42196 -21.73658 2.46356
H 30.22135 -22.70995 3.91373
H 31.01589 -20.32954 4.38431
H 32.41811 -20.53125 3.57261
H 33.05319 -21.17839 5.49515
C 27.62803 -7.82060 3.22362
C 28.00425 -6.39113 2.84095
O 28.54249 -6.37248 1.50940
H 28.44171 -8.54159 3.14493
H 26.83624 -8.05333 2.51157
H 27.22432 -7.90658 4.23243
H 28.70391 -5.91097 3.52506
H 27.09642 -5.78895 2.87744
H 28.54320 -5.44678 1.25510
C 21.16434 -10.26335 1.42306
C 21.15798 -9.15992 2.47673
O 21.82593 -9.60259 3.67099
H 20.57664 -11.14501 1.67879
H 22.21751 -10.52268 1.31502
H 20.88225 -9.86974 0.44654
H 20.11354 -8.89023 2.63336
H 21.63472 -8.26463 2.07766
H 21.75573 -8.90608 4.32790
C 26.62530 -15.81155 2.62854
C 25.59996 -14.64895 2.56688
O 25.01955 -14.38654 3.83312
H 26.18024 -16.70358 3.06934
H 27.47565 -15.54006 3.25409
H 27.02079 -16.06753 1.64560
H 24.80243 -14.85963 1.85436
H 26.04576 -13.71937 2.21297
H 24.39402 -13.66723 3.71952
C 22.50965 -16.15111 -4.17446
C 21.78029 -16.99670 -3.17454
O 20.46066 -16.77866 -3.44589
H 23.57858 -16.36424 -4.16664
H 22.26618 -15.09833 -4.03136
H 22.23828 -16.35632 -5.21000
H 22.06397 -16.80936 -2.13891
H 22.05582 -18.02760 -3.39689
H 20.00260 -17.45819 -2.94586
C 22.67847 -21.88714 2.23366
C 23.28973 -22.69404 3.40097
O 22.52411 -23.89462 3.70461
H 22.59543 -22.52354 1.35264
H 23.32250 -21.06700 1.91634
H 21.68041 -21.60500 2.56891
H 23.43016 -22.11974 4.31670
H 24.28935 -23.05689 3.16177
H 22.99703 -24.66150 3.37319
C 25.96427 -19.12507 10.19971
C 26.08487 -18.13001 8.99918
O 24.85177 -18.00217 8.33704
H 25.27506 -18.73366 10.94797
H 26.90743 -19.22484 10.73693
H 25.63533 -20.11365 9.87941
H 26.88859 -18.44224 8.33236
H 26.41769 -17.16767 9.38807
H 24.86428 -17.25437 7.73517
C 32.97965 -14.15513 4.66165
C 32.32780 -12.96707 5.27129
O 32.86181 -12.69357 6.58865
H 32.45504 -14.43434 3.74790
H 32.98654 -15.07192 5.25116
H 34.02393 -13.94731 4.42841
H 31.24275 -13.02901 5.35446
H 32.59990 -12.13791 4.61817
H 32.29723 -13.11447 7.24111
```

Calculated values
Charge   0
Spin multiplicity   1
Orbital gap   10.46 eV
Total energy   -1240.1721 hartree
Highest occupied orbital energy   -10.179 eV



# 2
DFT (ωB97M-V/def2-TZVPD) results for 8 unconnected molecules or ions with the total composition C16H48O8.

XYZ file:
```
72
C16H48O8 (ωB97M-V/def2-TZVPD)
C 28.20245 9.70187 5.85427
C 26.74246 9.91045 5.57063
O 26.40250 9.12816 4.41789
H 28.78357 10.00987 4.98133
H 28.40467 8.64579 6.02527
H 28.52115 10.30184 6.70455
H 26.52872 10.97276 5.38964
H 26.11629 9.61301 6.42097
H 25.49024 9.31685 4.17572
C 22.20566 13.36522 1.48950
C 23.00902 13.47660 2.76668
O 24.18431 14.23097 2.50243
H 21.32832 12.74016 1.67243
H 22.78459 12.90878 0.68807
H 21.85061 14.35190 1.19241
H 23.27315 12.48469 3.16012
H 22.40742 13.97295 3.54002
H 24.79330 14.07851 3.23580
C 29.70063 13.25156 0.44512
C 30.26233 13.60681 1.79300
O 30.52425 15.01627 1.80510
H 29.46120 12.18696 0.40222
H 30.43862 13.45045 -0.33330
H 28.79460 13.81832 0.23124
H 31.19517 13.06221 1.97031
H 29.54797 13.35014 2.58212
H 30.63040 15.29972 2.71653
C 22.01459 13.18071 -3.01687
C 23.17289 13.85568 -2.30859
O 23.79012 12.91897 -1.42188
H 21.47148 13.93155 -3.59585
H 21.33877 12.74715 -2.28247
H 22.36366 12.42408 -3.71777
H 22.80949 14.72223 -1.74969
H 23.91406 14.20794 -3.03273
H 24.17865 13.38074 -0.67370
C 24.40463 7.98564 -2.27788
C 23.90425 9.31308 -1.80026
O 24.38669 10.33448 -2.64755
H 24.02080 7.17012 -1.66094
H 25.49357 7.92870 -2.19118
H 24.15662 7.80243 -3.32315
H 24.25307 9.48659 -0.76954
H 22.80609 9.32478 -1.73384
H 24.09453 11.17775 -2.27478
C 27.33468 14.93223 3.72410
C 27.16418 13.89890 4.80762
O 25.79409 13.47024 4.83479
H 28.38824 15.09902 3.50928
H 26.85647 15.87577 3.98301
H 26.88043 14.55470 2.80564
H 27.46057 14.29053 5.78815
H 27.84432 13.05617 4.62112
H 25.60192 13.09313 5.69653
C 26.30114 10.87803 0.59187
C 26.65730 11.69807 1.82810
O 27.67174 11.03436 2.57416
H 25.43341 11.27460 0.06234
H 26.05357 9.86238 0.91460
H 27.15304 10.80445 -0.08221
H 25.77287 11.85458 2.45023
H 27.07607 12.63446 1.45792
H 27.22944 10.45750 3.20556
C 24.95140 7.05838 1.69096
C 25.45022 5.77934 2.30590
O 24.57812 4.71896 1.92405
H 25.60094 7.89677 1.94256
H 23.94973 7.30966 2.05960
H 24.83578 6.97324 0.61043
H 25.48942 5.88484 3.39625
H 26.47069 5.58728 1.95498
H 25.01429 3.88147 2.09496
```

Calculated values
Charge   0
Spin multiplicity   1
Orbital gap   9.79 eV
Total energy   -1240.2454 hartree
Highest occupied orbital energy   -9.551 eV



# 3
DFT (ωB97M-V/def2-TZVPD) results for 8 unconnected molecules or ions with the total composition C16H48O8.

XYZ file:
```
72
C16H48O8 (ωB97M-V/def2-TZVPD)
C 4.22921 -0.72616 -0.48161
C 5.18942 0.14336 -1.25770
O 4.45749 1.32699 -1.62956
H 4.67251 -1.65143 -0.11196
H 3.37774 -0.98223 -1.10868
H 3.88646 -0.18675 0.40532
H 5.52104 -0.35384 -2.17185
H 6.06170 0.39602 -0.65013
H 4.80184 1.71620 -2.43722
C 1.50672 -3.46181 -3.15374
C 2.93683 -3.37837 -3.64390
O 3.81187 -4.01782 -2.71686
H 1.46316 -3.31324 -2.07241
H 1.13361 -4.48222 -3.31300
H 0.80986 -2.78907 -3.64978
H 3.25467 -2.33684 -3.72681
H 3.01728 -3.82570 -4.63921
H 3.33332 -4.68867 -2.22278
C -2.45867 -3.30814 5.45042
C -3.14770 -3.27381 4.10005
O -2.15471 -3.38259 3.06347
H -1.88374 -4.22719 5.56470
H -3.15491 -3.17088 6.28126
H -1.73689 -2.48946 5.54115
H -3.68983 -2.33417 3.98467
H -3.80231 -4.14258 4.00797
H -2.28258 -2.66713 2.42475
C -3.75110 1.80298 -0.50240
C -3.65460 1.78336 -2.02098
O -4.84398 1.17713 -2.51870
H -3.81515 0.77849 -0.13340
H -4.64078 2.35640 -0.20610
H -2.87448 2.24019 -0.01709
H -2.76963 1.25719 -2.38536
H -3.48464 2.80568 -2.38984
H -5.48689 1.86772 -2.69690
C 0.84612 -1.09233 0.75378
C -0.00456 -0.16639 1.60839
O -0.97709 0.56913 0.87201
H 1.56612 -1.54547 1.44289
H 1.47217 -0.57949 0.02079
H 0.22419 -1.84408 0.27168
H 0.63351 0.50585 2.19721
H -0.53494 -0.79283 2.32969
H -0.45817 1.08407 0.23629
C -5.11306 -1.64000 0.08030
C -3.60812 -1.88949 -0.02270
O -2.91681 -1.44817 1.16269
H -5.43556 -1.87645 1.09145
H -5.63501 -2.34843 -0.57278
H -5.39602 -0.64021 -0.24347
H -3.13623 -1.43899 -0.89614
H -3.45105 -2.97056 -0.06931
H -2.51067 -0.59092 0.98693
C -1.15734 4.57485 -0.69096
C -0.05096 3.83603 -1.40754
O 0.15696 2.58903 -0.76835
H -0.93188 4.57996 0.37492
H -2.14430 4.19955 -0.93512
H -1.10610 5.62135 -1.00927
H 0.85274 4.45531 -1.39144
H -0.30828 3.74525 -2.47261
H 0.92534 2.18248 -1.18584
C 4.54888 3.11640 1.62735
C 3.18989 3.30608 0.95358
O 3.29359 3.62755 -0.43003
H 4.82091 2.05650 1.57952
H 4.46500 3.32088 2.69961
H 5.33611 3.73186 1.20707
H 2.62578 4.10116 1.44425
H 2.59078 2.39589 1.08285
H 3.49593 2.80301 -0.89350
```

Calculated values
Charge   0
Spin multiplicity   1
Orbital gap   9.77 eV
Total energy   -1240.2375 hartree
Highest occupied orbital energy   -9.455 eV



# 4
DFT (ωB97M-V/def2-TZVPD) results for 8 unconnected molecules or ions with the total composition C16H48O8 in a non-equilibrium geometry.

XYZ file:
```
72
C16H48O8 (ωB97M-V/def2-TZVPD)
C 1.61582 -13.67065 16.43790
C 3.11631 -13.67543 16.01595
O 3.83592 -12.71043 16.86100
H 1.12314 -12.69867 16.46266
H 1.61306 -14.04968 17.45988
H 1.09505 -14.36509 15.77862
H 3.05000 -13.31557 14.98921
H 3.55127 -14.67453 16.04302
H 4.75319 -12.65973 16.58237
C -6.20461 -10.39948 14.87658
C -7.68653 -9.93153 14.97731
O -7.80683 -8.84886 15.89780
H -5.92914 -10.99286 15.74844
H -5.46990 -9.62170 14.66837
H -6.04309 -11.07804 14.03898
H -8.29646 -10.68259 15.47930
H -8.03994 -9.53109 14.02712
H -7.49270 -8.06428 15.44245
C -2.87131 -19.94420 11.95349
C -2.59552 -21.48672 11.94535
O -3.74657 -22.09499 11.63377
H -3.57995 -19.59697 12.70541
H -3.30960 -19.61150 11.01257
H -1.88673 -19.47999 12.01011
H -2.12338 -21.82335 12.86832
H -1.85078 -21.76659 11.20028
H -3.87236 -22.19329 10.68714
C 8.64738 -21.60387 20.89737
C 7.71415 -20.56049 20.31575
O 7.96234 -19.22803 20.82969
H 9.61102 -21.39396 20.43322
H 8.48204 -22.65079 20.64294
H 8.75621 -21.47745 21.97454
H 6.74910 -20.91429 20.67851
H 7.69609 -20.62392 19.22775
H 7.34895 -18.64610 20.37502
C 11.81265 -9.44156 13.37945
C 12.26625 -10.72179 12.65455
O 13.39409 -11.37353 13.23180
H 12.64489 -8.76168 13.56173
H 11.45852 -9.62484 14.39390
H 11.07098 -8.94648 12.75261
H 12.54709 -10.42822 11.64309
H 11.61562 -11.59330 12.58204
H 14.00931 -10.64434 13.33855
C 0.14944 -6.90982 22.33298
C 1.20940 -7.59364 21.41408
O 1.07838 -9.02574 21.57230
H 0.22156 -5.82221 22.32864
H 0.14287 -7.32530 23.34068
H -0.83492 -7.07598 21.89536
H 2.15354 -7.15758 21.74052
H 1.00898 -7.17244 20.42893
H 1.66153 -9.42779 20.92431
C -3.66504 -21.52716 19.56966
C -2.50045 -20.73184 19.06894
O -2.58139 -19.46834 19.68807
H -3.61666 -21.70454 20.64405
H -3.63521 -22.53933 19.16626
H -4.63796 -21.10240 19.32246
H -2.57449 -20.41712 18.02801
H -1.51926 -21.18645 19.20571
H -3.52394 -19.28761 19.66498
C -5.29214 -13.66396 21.33545
C -6.61534 -14.09154 20.88409
O -6.75698 -15.45993 20.53751
H -5.43915 -12.62463 21.62920
H -4.47491 -13.69537 20.61486
H -4.97767 -14.13393 22.26728
H -6.89342 -13.48737 20.02051
H -7.28634 -13.93092 21.72792
H -7.56958 -15.62791 20.05473
```

Calculated values
Charge   0
Spin multiplicity   1
Orbital gap   10.64 eV
Total energy   -1240.1326 hartree
Highest occupied orbital energy   -9.944 eV



# 5
DFT (ωB97M-V/def2-TZVPD) results for 8 unconnected molecules or ions with the total composition C16H48O9 in a non-equilibrium geometry.

XYZ file:
```
73
C16H48O9 (ωB97M-V/def2-TZVPD)
C -0.74101 -5.34628 -3.03844
C -1.85515 -4.45324 -2.53676
O -1.38606 -3.44294 -1.66322
H -1.17070 -5.97800 -3.83227
H -0.48856 -6.13111 -2.32085
H 0.16062 -4.91395 -3.46411
H -2.59605 -5.08136 -2.02602
H -2.43261 -3.99017 -3.34431
H -1.66641 -2.55613 -1.96561
C -1.06350 -1.48151 -4.58549
C -1.72022 -0.37215 -3.78395
O -2.09383 -0.85367 -2.48215
H -0.36779 -2.08230 -3.99446
H -0.39590 -1.13933 -5.37933
H -1.83602 -2.14098 -4.98131
H -2.52807 0.09202 -4.35155
H -0.96869 0.41414 -3.62810
H -2.96584 -0.48731 -2.30025
C 4.82958 4.68714 -0.35535
C 3.55516 3.85516 -0.27493
O 3.51641 2.99362 0.89170
H 4.88096 5.46536 0.40269
H 4.92737 5.16064 -1.33178
H 5.64090 3.96389 -0.27027
H 3.40145 3.18336 -1.12434
H 2.59894 4.39834 -0.25710
H 3.69210 3.59392 1.62941
C 2.32397 -3.85953 4.01137
C 0.95812 -4.40275 3.52200
O 1.06565 -4.66511 2.12383
H 2.44140 -2.92566 3.45580
H 3.11040 -4.56147 3.74546
H 2.40991 -3.60479 5.06943
H 0.18994 -3.63347 3.63623
H 0.73180 -5.35838 3.99263
H 0.92567 -3.83628 1.64835
C -0.63066 2.19110 3.70573
C 0.87255 2.13518 3.50847
O 1.41083 3.39144 3.10141
H -1.12037 2.71552 2.88314
H -0.99322 2.65359 4.62338
H -1.03964 1.17532 3.69804
H 1.14060 1.41174 2.72818
H 1.44718 1.75573 4.35471
H 1.41301 3.44719 2.14344
C -3.45700 -0.68330 1.31067
C -3.11603 0.67309 0.68685
O -3.97992 1.69338 1.19531
H -3.24168 -0.64123 2.37903
H -2.74224 -1.39086 0.87377
H -4.48008 -1.03036 1.18642
H -3.25561 0.66358 -0.40257
H -2.06422 0.88501 0.87514
H -4.83098 1.57341 0.76806
C -0.38125 3.42775 -1.14096
C -1.66932 4.06857 -0.65167
O -2.29329 4.86513 -1.65513
H 0.21758 2.88537 -0.40108
H 0.34212 4.06733 -1.66165
H -0.45041 2.65864 -1.92933
H -1.31189 4.71160 0.15228
H -2.37326 3.29464 -0.34473
H -2.75976 4.25006 -2.22821
C 1.95558 -0.30708 0.22924
C 0.80169 -1.13770 -0.29333
O 0.99070 -2.45263 0.19084
O 2.07708 0.91154 -0.49344
H 2.88802 -0.86546 0.08084
H 1.84516 -0.11124 1.30039
H 0.74159 -1.10223 -1.38366
H -0.13893 -0.70815 0.07037
H 0.43004 -3.07975 -0.29050
H 2.67213 1.49440 -0.00638
```

Calculated values
Charge   0
Spin multiplicity   1
Orbital gap   9.67 eV
Total energy   -1315.4453 hartree
Highest occupied orbital energy   -9.582 eV



# 6
DFT (ωB97M-V/def2-TZVPD) results for a molecular structure, C16H49BNbO16P4 in a non-equilibrium geometry.

XYZ file:
```
87
C16H49BNbO16P4 (ωB97M-V/def2-TZVPD)
C -4.19474 2.84012 9.09049
C -4.05378 1.55405 8.16816
C -3.52847 1.90158 6.69316
C -3.08551 0.56644 5.93644
C -4.37203 -0.40750 5.93111
Nb -2.48922 0.83530 3.76130
C -0.24599 0.81179 4.16442
P 0.34651 -0.36852 5.46271
O -0.42609 -1.66678 5.56960
O 2.01666 -0.65890 5.21967
O 0.27810 0.38706 6.99809
B -2.62335 3.16072 3.87312
C -1.44765 4.13393 4.42704
O -3.82187 3.84092 3.41014
H -4.01596 3.74043 8.42886
H -5.22134 2.95863 9.52810
H -3.42132 2.87556 9.91089
H -3.32554 0.83345 8.65732
H -5.04179 1.00909 8.15177
H -2.63160 2.57781 6.86672
H -4.37668 2.44441 6.18771
H -2.33201 0.05707 6.59720
H -4.14318 -1.32101 5.29920
H -5.27216 0.08486 5.47411
H -4.59235 -0.81933 6.96437
H -2.48926 -0.96724 3.44543
H -2.17522 1.04461 1.96500
H -4.27242 0.86592 3.35208
H 0.25189 0.48353 3.19330
H 0.21530 1.82035 4.40039
H 2.35936 -1.10012 6.01827
H 0.32531 1.35095 6.89427
H -0.82308 3.63697 5.23327
H -0.70458 4.42661 3.61720
H -1.85810 5.07629 4.89618
H -3.53191 4.72692 3.12287
C -0.12774 0.82178 -2.51437
O -0.69891 -0.47773 -2.50697
P -0.40082 -1.50278 -1.16242
O -0.87893 -0.50120 -0.12227
O 1.22842 -1.34805 -1.42662
C 1.77136 -1.77934 -2.66857
O -0.15206 -2.72312 0.01495
C 1.13832 -3.13580 0.41690
H -0.92892 1.55038 -2.65866
H 0.41411 1.05750 -1.60057
H 0.55925 0.89484 -3.36100
H 2.35854 -0.96115 -3.09211
H 0.99657 -2.06170 -3.38259
H 2.43352 -2.63209 -2.49896
H 1.71470 -2.29019 0.79823
H 1.66266 -3.62716 -0.40512
H 1.02034 -3.86180 1.22461
C 3.76663 3.55350 -7.11723
O 3.96211 2.90024 -5.87333
P 2.78702 3.09919 -4.63742
O 1.61041 2.66258 -5.49795
O 2.98341 4.74237 -4.70763
C 4.26421 5.30086 -4.43955
O 1.82446 3.20073 -3.22613
C 1.46334 4.44080 -2.64830
H 3.80809 2.80411 -7.91066
H 2.82204 4.08975 -7.17599
H 4.58599 4.26257 -7.26925
H 4.53401 5.95962 -5.26732
H 5.03604 4.53645 -4.33518
H 4.21755 5.89392 -3.52381
H 0.93115 5.06412 -3.36998
H 2.34118 4.95757 -2.25764
H 0.79255 4.23556 -1.81109
C -1.22982 -6.32129 -5.48532
O -0.12849 -6.44009 -4.59660
P 1.27019 -5.48759 -4.87623
O 0.46748 -4.19539 -4.91701
O 1.38407 -6.14597 -6.39151
C 1.60699 -7.54511 -6.52585
O 2.71793 -4.59836 -5.09420
C 3.44534 -4.62332 -6.30713
H -2.11942 -6.07864 -4.90060
H -1.08313 -5.56306 -6.25128
H -1.38920 -7.28857 -5.97093
H 0.84565 -7.95357 -7.19295
H 1.55038 -8.06744 -5.56942
H 2.58888 -7.71546 -6.97265
H 2.81826 -4.30330 -7.14180
H 3.86231 -5.61485 -6.48969
H 4.27599 -3.92029 -6.21277
```

Calculated values
Charge   -1
Spin multiplicity   1
Orbital gap   2.41 eV
Total energy   -3289.7117 hartree
Highest occupied orbital energy   -4.016 eV